[1]
{
  "formula": "C24H46As3CoN7OS2",
  "method": "ωB97M-V/def2-TZVPD",
  "largest_force_ev_per_a": 0.4,
  "spin_multiplicity": 2,
  "gap_ev": [7.30, 7.70],
  "total_charge": 2,
  "homo_energy_ev": [-12.943, -12.939],
  "relative_energy_kcal_mol": 33.3,
  "species": ["N", "C", "H", "S", "H", "As", "C", "C", "N", "H", "H", "H", "C", "H", "H", "H", "N", "S", "H", "C", "H", "C", "H", "H", "H", "H", "C", "H", "C", "C", "H", "C", "C", "H", "H", "H", "H", "H", "H", "H", "As", "N", "H", "C", "H", "N", "H", "C", "C", "H", "C", "H", "H", "H", "H", "H", "C", "H", "N", "C", "H", "C", "N", "H", "H", "H", "H", "C", "H", "H", "H", "C", "C", "As", "H", "H", "C", "H", "C", "O", "Co", "H", "C", "H"],
  "xyz": [[-0.842, 2.638, 3.607], [3.136, -2.244, 4.277], [0.717, -5.541, -0.833], [-1.018, 1.513, 0.343], [-1.741, 3.717, 0.477], [2.174, 1.581, 0.726], [1.572, 3.273, 1.478], [-0.023, 4.963, -3.354], [0.919, -3.107, 3.635], [-2.661, -1.408, -0.091], [-3.447, 3.536, -0.791], [-1.833, -1.538, 3.443], [0.192, 5.315, 1.596], [3.746, 2.814, -0.790], [3.698, 1.088, -1.199], [2.933, -5.068, -0.394], [-2.460, -2.400, -0.105], [0.646, -0.507, 3.026], [-1.208, 1.061, -2.953], [2.826, -3.996, -0.535], [-0.733, 5.822, 1.315], [4.517, -2.328, 4.176], [-0.386, 7.506, -0.390], [-1.673, -4.912, -0.659], [-0.553, 5.562, -4.093], [3.166, -3.718, -1.531], [-2.080, 1.658, -2.694], [0.548, 3.239, -1.145], [-3.984, 2.594, -0.684], [5.108, -3.293, 3.372], [5.135, -1.650, 4.749], [-0.085, 7.081, -1.345], [0.544, 4.196, -0.616], [-2.847, 1.509, -3.456], [0.205, 5.216, 2.682], [-2.787, 1.494, 2.592], [1.525, 4.659, -0.769], [3.237, 0.753, 2.848], [-0.119, 3.914, -3.633], [-0.485, 1.704, 3.448], [-0.815, 5.280, -1.589], [-1.217, -2.332, 3.449], [0.498, -3.998, 3.858], [3.635, 1.096, 1.896], [2.675, -1.515, 4.926], [-2.926, 2.485, 2.431], [-1.847, 4.206, 2.757], [0.405, -4.537, -0.580], [-1.635, 3.162, 2.519], [1.027, 5.959, 1.314], [2.934, -4.105, 2.753], [4.774, -4.962, 2.066], [4.289, 1.954, 2.046], [-3.214, -3.023, -0.344], [1.434, 3.062, 2.539], [2.396, 2.164, -1.745], [4.316, -4.189, 2.669], [-1.821, 2.715, -2.653], [-0.214, -1.952, 0.020], [0.323, 3.957, 0.885], [-0.116, 3.256, 3.941], [3.093, 1.955, -0.940], [1.411, -3.639, -0.370], [-4.734, 2.531, -1.476], [-4.453, 2.532, 0.291], [3.409, -3.467, 0.213], [1.031, 5.242, -3.361], [-0.894, -4.187, -0.481], [-1.577, -3.195, 3.829], [2.416, 3.963, 1.400], [-0.488, 7.711, -2.137], [-1.008, 3.195, 1.094], [-1.203, -2.823, -0.182], [-2.817, 1.070, -0.985], [2.305, -4.810, 2.220], [1.003, 7.074, -1.419], [2.353, -3.124, 3.545], [-3.513, 2.806, 3.194], [1.079, -2.354, -0.067], [1.942, -1.473, 0.154], [0.549, -0.101, 0.637], [6.186, -3.361, 3.313], [0.099, -2.083, 3.393], [4.195, 0.285, 1.434]],
  "atomic_forces_ev_per_a": [[0.0, 0.0, 0.0], [0.0, -0.1, -0.1], [0.0, 0.0, 0.0], [0.0, -0.1, 0.1], [0.0, 0.0, 0.0], [-0.1, 0.0, 0.2], [0.0, 0.0, 0.0], [0.0, 0.0, 0.0], [0.0, 0.0, 0.0], [0.0, 0.0, 0.0], [0.0, 0.0, 0.0], [0.0, 0.0, 0.0], [0.0, 0.0, 0.0], [0.0, 0.0, 0.0], [0.0, 0.0, 0.0], [0.0, 0.0, 0.0], [0.0, -0.1, 0.0], [0.0, 0.0, 0.2], [0.0, 0.0, 0.0], [0.0, 0.1, -0.1], [0.0, 0.0, 0.0], [0.0, 0.0, 0.0], [0.0, 0.0, 0.0], [0.0, 0.0, 0.0], [0.0, 0.0, 0.0], [0.0, 0.0, 0.0], [0.0, 0.0, 0.0], [0.0, 0.0, 0.0], [0.0, 0.0, 0.0], [0.0, 0.0, 0.0], [0.0, 0.0, 0.0], [0.0, 0.0, 0.0], [0.0, 0.1, -0.1], [0.0, 0.0, 0.0], [0.0, 0.0, 0.0], [0.0, 0.0, 0.0], [0.0, 0.0, 0.0], [0.0, 0.0, 0.0], [0.0, 0.0, 0.0], [0.0, 0.0, 0.0], [0.0, 0.0, 0.0], [0.0, -0.1, 0.1], [0.0, 0.0, 0.0], [0.0, 0.1, 0.0], [0.0, 0.0, 0.0], [0.0, 0.1, 0.0], [0.0, 0.0, 0.0], [0.0, 0.0, 0.0], [0.0, 0.0, -0.1], [0.0, 0.0, 0.0], [0.0, 0.0, 0.1], [0.0, 0.0, 0.0], [0.0, 0.0, 0.0], [0.0, 0.0, 0.0], [0.0, 0.0, 0.0], [0.0, 0.0, 0.0], [0.0, 0.0, 0.1], [0.0, 0.0, 0.0], [0.1, 0.0, 0.1], [0.0, 0.0, 0.1], [0.0, 0.0, 0.0], [0.0, 0.0, 0.0], [-0.1, 0.0, 0.0], [0.0, 0.0, 0.0], [0.0, 0.0, 0.0], [0.0, 0.0, 0.0], [0.0, 0.0, 0.0], [0.0, 0.0, 0.0], [0.0, 0.0, 0.0], [0.0, 0.0, 0.0], [0.0, 0.0, 0.0], [-0.1, 0.0, 0.1], [-0.1, 0.0, 0.0], [-0.1, 0.1, -0.1], [0.0, 0.0, 0.0], [0.0, 0.0, 0.0], [0.0, 0.0, 0.0], [0.0, 0.0, 0.0], [0.0, 0.1, 0.0], [-0.1, -0.1, -0.1], [0.2, 0.1, -0.3], [0.0, 0.0, 0.0], [0.1, -0.1, -0.1], [0.0, 0.0, 0.0]]
}

***

[2]
{
  "formula": "C24H46BN10Ti",
  "method": "ωB97M-V/def2-TZVPD",
  "largest_force_ev_per_a": 0.6,
  "spin_multiplicity": 3,
  "gap_ev": [7.16, 9.29],
  "total_charge": 1,
  "homo_energy_ev": [-9.131, -11.274],
  "relative_energy_kcal_mol": 15.4,
  "species": ["H", "H", "C", "C", "H", "H", "H", "C", "H", "Ti", "C", "H", "H", "N", "C", "H", "H", "H", "H", "H", "H", "C", "C", "H", "H", "H", "C", "C", "H", "C", "N", "H", "H", "H", "C", "H", "C", "N", "H", "C", "N", "C", "C", "H", "N", "H", "H", "H", "H", "N", "N", "H", "H", "C", "H", "H", "N", "H", "H", "H", "H", "H", "H", "H", "H", "H", "C", "C", "C", "B", "C", "N", "C", "H", "H", "H", "H", "N", "C", "H", "C", "C"],
  "xyz": [[3.340, -0.089, -1.714], [-2.091, 5.149, 0.458], [0.411, 4.188, -0.691], [0.326, -0.141, -3.069], [-4.409, -0.623, -3.053], [1.649, 1.217, -2.264], [2.600, -2.491, -0.011], [-0.704, 3.463, 0.019], [0.448, 0.176, -4.109], [0.276, 0.065, 0.028], [-3.419, -3.212, -2.839], [-3.292, -3.447, -3.896], [2.769, -0.267, 1.151], [-0.738, 2.161, 0.320], [-2.550, 3.117, 1.173], [3.918, 0.987, 2.340], [3.025, -1.488, 2.599], [-0.980, -2.021, 1.299], [-0.490, -4.068, 0.446], [0.277, -0.296, 5.646], [-1.693, -1.976, -2.801], [-3.562, -1.338, 1.020], [3.321, -0.656, -0.782], [0.856, -3.859, -1.676], [0.459, 5.158, -0.192], [2.176, -1.203, -3.182], [0.421, -2.996, -1.153], [0.049, -0.099, 4.612], [1.765, 2.762, 0.233], [-1.190, -0.023, 4.023], [0.699, 0.901, -2.105], [2.637, -1.847, 4.275], [-0.730, -0.338, -2.913], [0.829, 5.121, -2.605], [-2.739, -1.887, -2.507], [-2.178, -0.131, 4.438], [-3.756, -2.072, -0.128], [-1.870, 1.966, 1.042], [3.684, 2.054, 3.700], [3.161, 1.386, 3.018], [-2.564, -0.466, 0.798], [0.295, -3.318, 0.331], [1.159, -1.389, -2.828], [-0.574, -2.833, -1.558], [2.615, 0.136, 0.233], [-4.505, -2.826, -0.298], [-3.278, -0.926, -4.378], [-2.856, 0.210, -3.081], [2.452, 1.986, 2.447], [0.305, 0.421, 2.437], [0.015, -2.100, 1.110], [4.168, -1.062, 3.872], [2.131, 3.085, -1.475], [1.792, 3.531, -0.539], [-3.145, 0.842, 2.478], [-4.091, -1.343, 1.959], [-1.020, 0.288, 2.727], [-3.467, 3.151, 1.735], [1.208, -3.777, 0.708], [4.363, -0.852, -0.515], [0.464, -2.153, 2.018], [0.103, 1.714, -2.222], [3.014, 1.067, 0.277], [2.543, 4.268, -0.258], [-0.033, 3.593, -2.761], [3.150, -2.611, -1.675], [2.447, 0.265, 3.800], [-2.810, -1.574, -1.036], [2.602, -1.973, -0.970], [-2.183, 0.669, 1.780], [3.107, -1.109, 3.624], [1.209, -1.776, -1.401], [0.957, 0.194, 3.582], [-0.891, 5.026, -2.215], [-4.492, -3.162, -2.642], [-3.007, -4.034, -2.251], [0.774, -2.211, -3.439], [-2.067, -0.618, -0.455], [-1.845, 4.103, 0.529], [2.545, 0.504, 4.861], [0.059, 4.496, -2.151], [-3.353, -0.735, -3.306]],
  "atomic_forces_ev_per_a": [[0.0, 0.0, 0.0], [0.0, 0.0, 0.0], [0.0, 0.0, 0.0], [0.0, 0.0, 0.0], [0.0, 0.0, 0.0], [0.0, 0.0, 0.0], [0.0, 0.0, 0.0], [-0.1, 0.0, 0.1], [0.0, 0.0, 0.0], [0.5, -0.2, -0.2], [0.0, 0.0, 0.0], [0.0, 0.0, 0.0], [0.0, 0.0, 0.0], [0.2, -0.2, 0.0], [0.1, 0.0, 0.0], [0.0, 0.0, 0.0], [0.0, 0.0, 0.0], [0.0, -0.1, 0.0], [0.0, 0.0, 0.0], [0.0, 0.0, 0.0], [0.0, 0.0, -0.1], [0.0, 0.1, -0.1], [0.0, 0.0, 0.0], [0.0, 0.0, 0.0], [0.0, 0.0, 0.0], [0.0, 0.0, 0.0], [0.0, 0.0, 0.0], [0.0, 0.0, -0.1], [0.0, 0.0, 0.0], [0.1, 0.0, 0.0], [-0.1, 0.0, 0.1], [0.0, 0.0, 0.0], [0.0, 0.0, 0.0], [0.0, 0.0, 0.0], [0.0, 0.0, 0.1], [0.0, 0.0, 0.0], [0.0, -0.1, 0.0], [-0.1, 0.1, 0.0], [0.0, 0.0, 0.0], [0.0, 0.0, 0.1], [-0.1, -0.1, 0.1], [0.0, 0.0, 0.0], [0.0, 0.1, 0.0], [0.0, 0.0, 0.0], [-0.1, 0.1, -0.1], [0.0, 0.0, 0.0], [0.0, 0.0, 0.0], [0.0, 0.0, 0.0], [0.0, 0.0, 0.0], [-0.2, -0.1, -0.2], [0.0, 0.1, -0.1], [0.0, 0.0, 0.0], [0.0, 0.0, 0.0], [0.0, 0.0, 0.0], [0.0, 0.0, 0.0], [0.0, 0.0, 0.0], [0.0, 0.1, 0.2], [0.0, 0.0, 0.0], [0.0, 0.0, 0.0], [0.0, 0.0, 0.0], [0.0, 0.1, 0.0], [0.0, 0.0, 0.0], [0.0, 0.0, 0.0], [0.0, 0.0, 0.0], [0.0, 0.0, 0.0], [0.0, 0.0, 0.0], [0.0, 0.0, -0.1], [0.0, 0.1, 0.0], [0.0, 0.0, 0.0], [-0.1, 0.0, 0.1], [0.0, 0.0, 0.0], [0.0, 0.0, 0.1], [0.0, 0.0, 0.2], [0.0, 0.0, 0.0], [0.0, 0.0, 0.0], [0.0, 0.0, 0.0], [0.0, 0.0, 0.0], [0.1, 0.2, 0.0], [0.0, 0.0, 0.0], [0.0, 0.0, 0.0], [0.0, 0.0, 0.0], [0.0, 0.0, 0.0]]
}